Model 1:
Computed, not measured: a cluster of 2 separate species, C3H5BrO in total, with ωB97M-V/def2-TZVPD.

Geometry as ORCA input:
```
! RIJCOSX wB97M-V def2-TZVPD def2/J DEFGRID3
* xyz 0 1
C -0.00018 -0.51413 -0.22114
C -0.52877 -2.00660 -0.39904
C -0.99239 -1.29915 0.60632
O 0.68366 2.01178 1.32930
Br -2.13441 -1.29254 2.02084
H 0.97889 -0.28346 0.24176
H -0.31860 0.07000 -1.02956
H 0.08601 -2.83504 -0.71762
H 1.19586 1.61137 0.63775
H -0.13578 1.40425 1.56906
*
```

Properties
Orbital gap in eV: 10.361
SMILES string: BrC1=CC1.O

---

Model 2:
Computed, not measured: a cluster of 2 separate species, C3H5BrO in total, with ωB97M-V/def2-TZVPD.

Geometry as ORCA input:
```
! RIJCOSX wB97M-V def2-TZVPD def2/J DEFGRID3
* xyz 0 1
C 1.84289 -0.17670 -0.46308
C 0.94081 -0.75260 0.25968
C -1.80483 0.68308 -0.65689
O -1.49448 1.42649 0.27606
Br -3.02230 -0.73106 -0.25423
H 2.75003 0.18877 -0.04950
H 1.63529 0.00468 -1.46807
H -0.04773 -1.00810 -0.08719
H 1.03642 -0.98104 1.30086
H -1.83610 1.34647 1.14235
*
```

Properties
Orbital gap in eV: 9.586

---

Model 3:
Computed, not measured: an isolated molecule of C3H5BrO, with ωB97M-V/def2-TZVPD.

Geometry as ORCA input:
```
! RIJCOSX wB97M-V def2-TZVPD def2/J DEFGRID3
* xyz 0 1
C 0.10079 -0.18835 0.51950
C 1.18575 -0.28186 -0.49042
C -1.26333 0.29965 0.07894
O 0.55086 -1.37308 0.11995
Br 2.89048 0.35710 0.05978
H 0.37269 0.00046 1.53262
H 0.93002 -0.03340 -1.62884
H -1.10976 0.67025 -0.85464
H -1.70723 1.14530 0.60382
H -1.95025 -0.59608 0.05930
*
```

Properties
Orbital gap in eV: 10.802
SMILES string: C[C@H]1O[C@@H]1Br

---

Model 4:
Computed, not measured: a cluster of 2 separate species, C3H5BrO in total, with ωB97M-V/def2-TZVPD.

Geometry as ORCA input:
```
! RIJCOSX wB97M-V def2-TZVPD def2/J DEFGRID3
* xyz 0 1
C 1.59835 -0.02128 -1.58725
C 0.77206 -0.60962 -0.76480
C -1.70029 0.72326 0.96001
O -1.02768 0.14124 1.93237
Br 1.10817 -1.93840 0.51752
H 2.65617 -0.24553 -1.70505
H 1.21764 0.75571 -2.23374
H -1.85872 1.78174 1.06955
H -2.04980 0.17545 0.10284
H -0.71589 -0.76258 1.70855
*
```

Properties
Orbital gap (alpha / beta) in eV: 5.722 / 10.124

---

model 3 has the most favorable energy; the next structure is 0.0584 hartree above.

---

Model 1:
Computed, not measured: the ion C4H6ClN2O with charge +1, with ωB97M-V/def2-TZVPD.

Geometry as ORCA input:
```
! RIJCOSX wB97M-V def2-TZVPD def2/J DEFGRID3
* xyz 1 1
C 1.49330 -0.73398 -0.29318
C -0.12973 -1.06404 1.38030
C 1.40143 0.61623 -0.44058
C -0.84772 0.67167 -0.23672
N 0.99531 -1.32166 0.86598
N -1.07009 -0.20044 0.81866
O -1.34535 0.35887 -1.37831
Cl -0.87592 2.30461 0.30262
H 1.64478 -1.61338 -1.08554
H -0.53203 -1.76230 2.21040
H 1.36137 1.16113 0.50071
H 1.45570 1.14073 -1.48175
H -1.89070 -0.70954 0.70508
H -1.66036 1.15210 -1.86768
*
```

Properties
Orbital gap in eV: 8.582
SMILES string: C=C/N=C\[NH+]=C(/O)Cl

---

Model 2:
Computed, not measured: the ion C4H6ClN2O with charge +1, with ωB97M-V/def2-TZVPD.

Geometry as ORCA input:
```
! RIJCOSX wB97M-V def2-TZVPD def2/J DEFGRID3
* xyz 1 1
C -2.28882 -1.16931 0.90566
C -2.30585 -0.87911 -0.46455
C -0.39861 -0.21063 0.39598
C 1.56795 0.86210 -0.45365
N -1.05848 -0.33964 -0.77746
N -1.12718 -0.80111 1.38745
O 0.82391 0.17933 0.59536
Cl -3.54843 -1.19081 -1.55044
H -2.89310 -1.66439 1.52116
H 2.63502 0.51117 -0.36716
H 1.76751 1.97991 -0.34421
H 1.12958 0.35779 -1.35805
H -0.78642 -0.01522 -1.74265
H -0.80124 -1.06851 2.33731
*
```

Properties
Orbital gap in eV: 9.934
SMILES string: COc1[nH]c(Cl)c[nH+]1

---

model 2 has the most favorable energy; the next structure is 0.0840 hartree above.

---

Model 1:
Computed, not measured: an isolated molecule of C13H18N2O4, with ωB97M-V/def2-TZVPD.

Geometry as ORCA input:
```
! RIJCOSX wB97M-V def2-TZVPD def2/J DEFGRID3
* xyz 0 1
C 3.83477 0.35835 1.73907
C 2.37359 0.71678 1.50096
H 2.29175 1.67175 0.98362
H 1.86403 0.81569 2.46068
C 1.64200 -0.36080 0.69322
N 0.20353 -0.24292 0.85806
C -0.46914 0.89482 0.55362
O 0.01023 1.98365 0.36474
O -1.79976 0.61239 0.51856
C -2.74154 1.61781 0.38152
C -3.87807 1.29857 -0.35274
C -4.89056 2.22869 -0.48979
C -4.77242 3.47788 0.09714
C -3.63995 3.78833 0.82891
C -2.62182 2.86263 0.98192
H -1.74017 3.10754 1.55118
H -3.54499 4.75902 1.29244
H -5.56206 4.20576 -0.01495
H -5.77260 1.97807 -1.06031
H -3.95031 0.32064 -0.80268
H -0.31403 -1.09673 0.68711
H 1.91269 -1.34147 1.10193
C 2.03954 -0.34544 -0.79941
H 1.20960 0.05414 -1.39093
H 2.92366 0.26969 -0.96553
O 2.40819 -1.62775 -1.29759
C 1.43556 -2.56970 -1.34767
O 0.30169 -2.41474 -0.96135
N 1.92527 -3.70696 -1.87986
H 2.88539 -3.70899 -2.18312
C 1.11870 -4.88395 -2.08008
H 0.12073 -4.66350 -1.70552
H 1.05787 -5.13739 -3.14013
H 1.53200 -5.73238 -1.53163
H 4.36696 0.22666 0.80030
H 4.32503 1.14949 2.30027
H 3.91463 -0.56564 2.30804
*
```

Properties
Orbital gap in eV: 9.480
SMILES string: CC[C@H](COC(=O)NC)NC(=O)Oc1ccccc1

---

Model 2:
Computed, not measured: an isolated molecule of C13H18N2O4, with ωB97M-V/def2-TZVPD.

Geometry as ORCA input:
```
! RIJCOSX wB97M-V def2-TZVPD def2/J DEFGRID3
* xyz 0 1
C -2.59432 0.09896 -0.62505
C -1.39000 -0.84066 -0.76261
C -3.72531 -0.59443 0.13864
C -3.28458 -0.87710 1.56719
C 0.13378 0.56449 0.64922
C 0.18867 1.77859 -0.34390
C 1.39231 0.36617 1.48390
C 2.57902 -0.01771 0.63762
C 2.92579 -1.36348 0.48872
C 3.31476 0.95918 -0.04719
C 3.96679 -1.73128 -0.30148
C 4.33143 0.57523 -0.86327
C 4.65051 -0.76597 -1.02944
H -2.59339 1.26274 -2.28964
H -2.87862 -0.29038 -2.57773
H -2.35885 1.02907 -0.05665
H -3.92884 -1.53135 -0.41798
H -5.00229 0.53348 -0.74418
H -2.92814 0.03520 2.07320
H -4.10081 -1.29989 2.14991
H -2.45862 -1.58621 1.57767
H 0.54572 -1.09139 -0.55654
H -0.71131 0.75426 1.33875
H 1.22019 -0.45788 2.20147
H 1.64454 1.26885 2.07201
H 2.30580 -2.08469 1.03519
H 2.98384 1.99579 0.13698
H 4.23096 -2.77617 -0.37600
H 4.93068 1.35636 -1.37649
H 5.45268 -1.09185 -1.69291
H 0.32112 2.86801 1.20166
N -3.11050 0.48859 -1.95432
N -0.21929 -0.63850 -0.06051
O -1.45699 -1.70107 -1.61209
O -4.86535 0.23653 0.18047
O 0.00777 1.65743 -1.52532
O 0.48087 2.91109 0.28069
*
```

Properties
Orbital gap in eV: 9.611
SMILES string: C[C@@H](O)[C@H](N)C(=O)N[C@@H](Cc1ccccc1)C(=O)O

---

model 1 has the most favorable energy; the next structure is 0.0239 hartree above.

---

Model 1:
Computed, not measured: an isolated molecule of C13H18N2O4, with ωB97M-V/def2-TZVPD.

Geometry as ORCA input:
```
! RIJCOSX wB97M-V def2-TZVPD def2/J DEFGRID3
* xyz 0 1
C 0.70450 -2.39138 0.99364
C 1.64106 -2.62560 -0.21517
C 1.03140 -2.19018 -1.56691
N 1.34617 -0.80828 -1.96992
C 0.85734 0.17628 -1.12781
C 1.62284 1.07211 -0.51332
C 3.12421 1.15465 -0.62631
C 3.83875 0.77555 0.68514
O 4.21217 1.60126 1.41127
C 0.98782 2.10057 0.36410
O 1.67400 2.87429 0.94394
C -0.51050 2.20507 0.49735
O -0.96160 3.22147 1.24000
C -1.26831 1.32908 -0.12653
N -2.67436 1.43669 -0.04182
C -3.30617 0.35720 0.71571
C -4.84993 0.52573 0.59050
C -0.63401 0.24767 -0.95671
O -1.36217 -0.51173 -1.48966
H 0.23991 -1.40601 0.97883
H -0.05730 -3.16800 1.05371
H 1.32267 -2.49438 1.89016
H 2.64429 -2.22256 -0.04897
H 1.75648 -3.71364 -0.27586
H -0.03300 -2.41488 -1.56048
H 1.47159 -2.84080 -2.32897
H 2.35067 -0.76315 -2.06741
H 3.54074 0.62685 -1.48627
H 3.37117 2.20913 -0.76856
H 4.05173 -0.28316 0.94353
H -1.27807 2.89628 2.09201
H -3.08639 1.54784 -0.96117
H -3.04691 0.40931 1.77495
H -3.05949 -0.64298 0.34379
H -5.34762 0.50713 1.55850
H -5.25240 -0.27016 -0.03818
H -5.06129 1.47273 0.09294
*
```

Properties
Orbital gap in eV: 8.039
SMILES string: CCCNC1=C(CC=O)C(=O)C(O)=C(NCC)C1=O

---

Model 2:
Computed, not measured: an isolated molecule of C13H18N2O4, with ωB97M-V/def2-TZVPD.

Geometry as ORCA input:
```
! RIJCOSX wB97M-V def2-TZVPD def2/J DEFGRID3
* xyz 0 1
C -0.77309 -1.56473 3.27806
C 0.42634 -1.85576 2.39015
H 1.36486 -1.65922 2.91184
H 0.39904 -2.89426 2.04501
O 0.45443 -0.98994 1.24828
C -0.32939 -1.30766 0.22337
O -1.02716 -2.28207 0.16638
C -0.19709 -0.28770 -0.91582
C 0.40299 1.00111 -0.35155
O 1.48442 1.43554 -0.64789
O -0.44123 1.58737 0.49174
C 0.00904 2.77753 1.14640
C 0.80449 2.44578 2.39915
H 1.69014 1.87298 2.13552
H 1.11095 3.36509 2.88944
H 0.19828 1.86142 3.08668
H -0.90116 3.32980 1.38826
H 0.62323 3.35447 0.44756
C -1.61417 -0.02504 -1.45833
H -2.05870 -0.98067 -1.74420
H -2.21917 0.39658 -0.65230
C -1.62334 0.93782 -2.65151
C -2.97558 1.32800 -2.96454
N -4.05012 1.63689 -3.19907
H -1.18818 0.47178 -3.53897
H -1.05425 1.84319 -2.41889
C 0.71708 -0.88937 -1.99985
H 0.17335 -1.68767 -2.51008
H 0.96522 -0.10991 -2.72291
C 2.02857 -1.45136 -1.43470
C 2.86980 -1.91930 -2.50700
N 3.52426 -2.29064 -3.36687
H 1.83900 -2.29077 -0.75966
H 2.56444 -0.66904 -0.89110
H -0.72725 -2.18985 4.16493
H -0.77558 -0.52023 3.57971
H -1.69449 -1.78016 2.74277
*
```

Properties
Orbital gap in eV: 11.447
SMILES string: CCOC(=O)C(CCC#N)(CCC#N)C(=O)OCC

---

model 2 has the most favorable energy; the next structure is 0.0959 hartree above.

---

Model 1:
Computed, not measured: a cluster of 2 separate species, C10H10O in total, with ωB97M-V/def2-TZVPD.

Geometry as ORCA input:
```
! RIJCOSX wB97M-V def2-TZVPD def2/J DEFGRID3
* xyz 0 1
C 0.84827 3.22431 -0.01198
C 1.70400 2.33029 -0.63373
C -0.17777 2.77474 0.80308
C 1.51267 0.96406 -0.46252
C -0.38765 1.40851 0.97235
C 0.47852 0.56353 0.34011
C -2.51850 -1.52605 0.62115
C -1.58937 -1.41367 -0.33674
C 0.88973 -2.48561 -0.57825
C -0.21480 -1.68420 -0.11243
O 0.37518 -2.56099 0.74993
H 0.96974 4.28434 -0.18308
H 2.49474 2.68218 -1.28091
H -0.84176 3.48233 1.27901
H 2.15283 0.25575 -0.96823
H -1.21403 1.03784 1.56092
H -3.54181 -1.25052 0.45077
H -2.26079 -1.91617 1.59168
H -1.83121 -1.00324 -1.30719
H 0.71013 -3.36885 -1.18503
H 1.88190 -2.05693 -0.65879
*
```

Properties
Orbital gap (alpha / beta) in eV: 8.141 / 8.139

---

Model 2:
Computed, not measured: an isolated molecule of C10H10O, with ωB97M-V/def2-TZVPD.

Geometry as ORCA input:
```
! RIJCOSX wB97M-V def2-TZVPD def2/J DEFGRID3
* xyz 0 1
C 2.30191 1.44497 -0.12067
C 1.36410 2.42909 -0.24204
C 1.91522 0.10219 -0.33876
C 0.02833 2.06793 -0.22155
C 0.61147 -0.27084 -0.59934
C -0.36128 0.77124 -0.33175
C 0.19431 -1.67428 -0.99831
C -2.70156 0.61009 -1.27772
C -1.78275 0.42512 -0.15138
C -2.11024 -0.47132 1.02187
O -2.75515 1.48202 -0.36466
H 3.36657 1.49019 0.07561
H 1.37209 3.56642 -0.10071
H 2.72391 -0.54642 -0.46156
H -0.68644 2.76372 -0.08481
H -0.77280 -1.76168 -1.49651
H 0.99518 -2.19157 -1.61819
H 0.30906 -2.29180 -0.11100
H -3.20145 -0.26876 1.55114
H -1.31100 -0.40546 1.67966
H -2.27913 -1.51952 0.64649
*
```

Properties
Orbital gap in eV: 9.546

---

model 2 has the most favorable energy; the next structure is 0.0241 hartree above.

---

Model 1:
Computed, not measured: an isolated molecule of C2H2N2OS2, with ωB97M-V/def2-TZVPD.

Geometry as ORCA input:
```
! RIJCOSX wB97M-V def2-TZVPD def2/J DEFGRID3
* xyz 0 1
C -1.76244 -0.90847 -0.10034
C -2.41690 0.67091 -0.00878
N -0.45149 -0.53951 -0.38587
N -0.20545 0.84240 -0.20117
O -1.39855 1.54213 -0.13170
S -2.57774 -2.29393 0.03215
S -3.96480 1.03134 0.03947
H 0.39250 -1.06884 -0.14667
H 0.07858 1.11148 0.73187
*
```

Properties
Orbital gap in eV: 8.262
SMILES string: S=c1[nH][nH]oc1=S

---

Model 2:
Computed, not measured: a cluster of 2 separate species, C2H2N2OS2 in total, with ωB97M-V/def2-TZVPD.

Geometry as ORCA input:
```
! RIJCOSX wB97M-V def2-TZVPD def2/J DEFGRID3
* xyz 0 1
C 0.69946 -1.33771 0.83697
C -2.63782 -1.05516 -0.83685
N 1.01894 -2.48891 1.33371
N -2.32485 -0.69344 0.26745
O 0.27405 -0.24934 1.02723
S 0.88347 -2.57293 -0.48680
S -2.77747 -1.78221 -2.16805
H 1.89790 -2.73995 1.75502
H -2.60057 0.17127 0.87505
*
```

Properties
Orbital gap in eV: 9.289
SMILES string: O=C1NS1.N=C=S

---

model 2 has the most favorable energy; the next structure is 0.0533 hartree above.